1.
DFT (ωB97M-V/def2-TZVPD) results for a structure of composition C22H32N2O4PPbSi in a non-equilibrium geometry.

Geometry as XYZ:
```
63
C22H32N2O4PPbSi, DFT ωB97M-V/def2-TZVPD
Pb -0.349 -0.169 -0.078
P 0.305 -0.656 3.657
Si -0.878 -2.442 -2.907
O -1.174 1.646 -1.285
O 1.785 -1.145 -0.171
O -0.449 -0.314 2.406
O -3.389 3.351 -1.809
N 2.635 0.959 0.036
N 1.461 1.491 -0.212
C -2.211 3.764 -1.311
C -0.986 5.671 -0.478
C -2.021 -3.896 -3.412
C 0.948 -2.960 -2.949
C 6.344 -0.800 1.029
C 5.559 -2.830 0.013
C 1.306 2.778 -0.243
C 6.563 -2.115 0.647
C 4.335 -2.237 -0.226
C 5.128 -0.191 0.780
C 0.131 4.887 -0.272
C -0.207 -2.265 4.343
C -3.569 2.072 -2.383
C -1.406 -2.158 -1.096
C 2.104 -0.728 3.370
C 0.112 3.508 -0.517
C 0.008 0.566 4.977
C 2.766 -0.357 -0.037
C -1.253 -0.906 -3.963
C 4.112 -0.913 0.155
C -2.146 5.113 -0.991
C -1.084 2.898 -1.044
H 7.513 -2.589 0.847
H -0.967 6.723 -0.240
H -1.830 -4.167 -4.444
H 1.285 -3.187 -3.956
H -3.025 5.711 -1.168
H 0.282 1.560 4.633
H -1.051 0.563 5.229
H -2.320 -0.782 -4.122
H -1.850 -4.775 -2.802
H -3.069 -3.631 -3.329
H -4.572 2.086 -2.811
H -2.461 -1.949 -0.948
H 1.581 -2.169 -2.559
H -1.087 -2.938 -0.415
H 5.715 -3.858 -0.281
H 1.120 -3.843 -2.342
H -0.787 -0.977 -4.941
H 2.310 -1.503 2.633
H -0.016 -3.050 3.614
H -0.884 -0.003 -3.486
H 1.036 5.328 0.113
H 0.340 -2.477 5.257
H 7.121 -0.253 1.541
H 0.591 0.308 5.857
H 2.643 -0.938 4.289
H 2.432 0.228 2.964
H 3.539 -2.782 -0.712
H -3.496 1.277 -1.638
H 2.203 3.376 -0.083
H -1.274 -2.233 4.556
H 4.950 0.831 1.077
H -2.833 1.884 -3.165
```

Summary:
**ΔE to the lowest compared entry with this formula, charge and spin**: 7.82 kcal/mol
**Net charge**: +1
**Calculated total energy**: -56911.980 eV
**LUMO level (spin up / spin down)**: -4.260 / -5.371 eV

2.
DFT (ωB97M-V/def2-TZVPD) results for a structure of composition C22H32N4O5OsSSi2.

Geometry as XYZ:
```
67
C22H32N4O5OsSSi2, DFT ωB97M-V/def2-TZVPD
Os 0.516 0.552 0.290
S -0.295 -0.463 2.214
Si -3.367 -0.989 -0.422
Si -1.753 -3.778 0.331
O 5.307 -0.786 0.648
O 5.238 -3.478 -0.587
O 2.475 -3.932 -1.566
O 2.452 0.249 0.554
O 0.923 -1.444 -0.886
N -2.516 0.353 0.690
N -2.906 -1.195 2.507
N 0.620 1.668 -1.441
N -1.446 0.900 -0.102
C -3.297 -0.740 -2.247
C -3.123 1.389 1.565
C -0.123 -4.217 1.105
C 4.321 -2.716 -0.497
C 2.146 -1.723 -0.642
C 4.344 -1.332 0.165
C -0.596 2.155 -1.878
C 2.891 -2.950 -1.006
C 0.509 3.196 -3.750
C 2.972 -0.862 0.058
C -5.110 -1.152 0.162
C -3.212 -4.680 1.093
C -2.518 -2.277 3.429
C -3.088 2.280 -1.488
C -0.637 2.960 -3.044
C 1.733 1.909 -2.158
C -1.768 -4.171 -1.492
C -1.939 -1.902 0.323
C -1.915 -0.885 1.494
C -1.725 1.758 -1.145
C -3.713 -2.692 4.267
C 1.728 2.652 -3.310
H -4.103 -0.112 -2.633
H -2.159 -3.122 2.848
H -5.148 -1.567 1.169
H 0.110 -3.545 1.936
H -4.081 -1.852 4.864
H -3.181 3.340 -1.229
H -4.134 -4.089 1.038
H 0.668 -4.101 0.355
H 2.648 1.491 -1.759
H -1.084 -1.645 -0.320
H -1.582 3.367 -3.376
H -2.331 -0.340 -2.566
H -5.615 -0.180 0.156
H 0.476 3.794 -4.653
H -4.527 -3.044 3.630
H -0.096 -5.247 1.471
H -2.757 -3.992 -1.931
H -1.690 -1.962 4.069
H -3.376 -5.604 0.529
H -1.028 -3.569 -2.030
H -1.521 -5.225 -1.657
H -3.405 -1.738 -2.691
H -5.663 -1.810 -0.520
H -3.248 2.309 1.010
H 2.650 2.819 -3.849
H -3.890 1.744 -0.985
H -3.437 -3.495 4.953
H -3.270 2.191 -2.560
H -4.091 1.050 1.929
H -3.053 -0.374 3.084
H -2.434 1.576 2.389
H -3.054 -4.959 2.138
```

Summary:
**Calculated total energy**: -68587.899 eV
**Spin multiplicity**: 5
**LUMO level (spin up / spin down)**: -0.087 / -1.540 eV

3.
DFT (ωB97M-V/def2-TZVPD) results for the molecule C22H32N4O6S in a non-equilibrium geometry.

Geometry as XYZ:
```
65
C22H32N4O6S, DFT ωB97M-V/def2-TZVPD
S 0.179 1.498 -0.432
O 0.308 -2.013 -2.724
O -1.036 2.067 -0.946
O 2.129 -2.177 0.259
O 1.173 2.099 -3.833
O 0.155 0.088 -0.172
O -2.577 -3.674 -1.066
N 1.434 1.793 -1.553
N 2.233 -0.961 -2.103
N 0.116 -3.114 -0.236
N -3.169 -2.971 1.021
C 2.462 2.624 2.695
C 1.197 -2.388 -0.507
C 1.560 3.210 -1.855
C -2.183 -1.932 1.179
C -0.005 3.360 1.646
C -4.383 -4.760 0.176
C -4.058 -3.353 2.093
C 1.176 -1.781 -1.910
C 1.735 3.627 3.319
C 0.863 3.328 -3.214
C 1.996 1.982 1.556
C -0.206 -3.531 1.105
C 2.829 0.915 0.930
C -0.908 -2.410 1.882
C 2.223 0.045 -3.130
C -5.122 -4.204 1.391
C -3.269 -3.753 -0.073
C 0.761 2.368 1.033
C 1.163 1.117 -2.829
C 0.506 3.978 2.782
C 2.258 4.293 4.553
C -1.348 3.789 1.147
H -1.135 -2.758 2.892
H -1.280 4.204 0.144
H -0.627 -3.152 -0.934
H -1.919 -1.557 0.187
H -5.948 -3.571 1.067
H -1.774 4.537 1.812
H -0.222 3.425 -3.071
H 3.418 2.332 3.106
H 0.178 0.629 -2.758
H 1.091 3.806 -1.073
H 2.281 -0.025 0.889
H 3.741 0.761 1.501
H -3.520 -3.935 2.853
H 2.781 -0.803 -1.266
H 3.085 1.192 -0.090
H -0.838 -4.420 1.047
H -0.077 4.752 3.260
H -5.010 -4.870 -0.707
H -0.230 -1.558 1.943
H 1.761 5.244 4.725
H 1.241 4.130 -3.847
H -3.923 -5.728 0.386
H -5.518 -4.983 2.040
H -2.023 2.939 1.084
H 2.621 3.466 -1.930
H 0.730 -3.785 1.609
H 2.083 3.655 5.419
H 1.959 -0.419 -4.083
H 3.208 0.508 -3.203
H -4.478 -2.466 2.575
H -2.631 -1.114 1.750
H 3.330 4.461 4.475
```

Summary:
**ΔE to the lowest compared entry with this formula, charge and spin**: 6.81 kcal/mol
**Calculated total energy**: -52415.691 eV
**LUMO level**: 0.544 eV

4.
DFT (ωB97M-V/def2-TZVPD) results for a cluster of 10 separate species, C22H32N8O6 in total in a non-equilibrium geometry.

Geometry as XYZ:
```
68
C22H32N8O6, DFT ωB97M-V/def2-TZVPD
O 1.256 3.004 0.610
O -0.155 3.297 2.294
O 2.419 -1.723 4.922
O 1.553 -1.058 6.968
O 0.386 -0.857 5.025
O 0.079 1.182 1.494
N 0.337 -1.553 -2.670
N -0.774 -3.988 4.433
N 2.852 -0.972 0.398
N 3.450 -5.050 -2.355
N 1.845 4.047 -3.859
N -3.049 -0.334 2.011
N -2.164 0.788 -2.754
N -2.260 0.947 -7.363
C -3.113 0.437 -2.188
C -2.849 -3.273 2.998
C 0.687 -0.915 3.689
C 1.503 4.337 1.097
C -0.831 -1.265 -0.282
C -1.396 0.354 -6.809
C -4.275 -0.098 -1.429
C -2.864 1.819 3.505
C -0.198 -1.418 -1.629
C 3.328 -0.093 -0.150
C 0.386 2.370 1.518
C -2.944 0.634 2.621
C 2.904 -4.410 -3.173
C 1.474 -1.226 5.762
C -1.693 -3.666 3.799
C 3.996 1.105 -0.763
C 1.270 3.223 -3.325
C 2.236 -3.586 -4.172
C 1.798 -2.041 3.672
C 0.546 2.218 -2.603
C -0.307 -0.313 -6.255
C 0.264 4.592 1.889
H -1.368 -0.319 -0.354
H 2.469 -2.521 -4.186
H -0.047 -1.261 0.475
H 2.382 4.271 1.739
H -0.111 -1.319 3.066
H -5.209 0.463 -1.396
H 3.658 2.051 -0.338
H 0.940 0.084 3.334
H 5.084 1.041 -0.766
H 1.372 -3.044 3.648
H 3.723 1.217 -1.812
H -3.081 1.519 4.530
H 2.482 -1.977 2.826
H 0.528 5.137 2.795
H 1.666 5.008 0.253
H 0.558 0.320 -6.060
H 1.154 -3.683 -4.257
H -3.938 -0.169 -0.395
H -1.809 2.091 3.544
H -3.573 2.575 3.168
H -3.404 -2.501 3.532
H 0.466 1.348 -3.255
H -0.443 2.503 -2.247
H -3.436 -4.161 2.764
H 0.031 -1.126 -6.897
H 2.639 -4.002 -5.095
H 1.125 1.900 -1.736
H -1.485 -2.127 -0.152
H -0.657 -0.871 -5.387
H -0.520 5.141 1.366
H -2.487 -2.945 2.023
H -4.408 -1.156 -1.655
```

Summary:
**Calculated total energy**: -47535.382 eV
**LUMO level**: -0.158 eV

5.
DFT (ωB97M-V/def2-TZVPD) results for a structure of composition C22H33BiN4O4SSe2SiTe3 in a non-equilibrium geometry.

Geometry as XYZ:
```
71
C22H33BiN4O4SSe2SiTe3, DFT ωB97M-V/def2-TZVPD
Bi 0.729 -1.076 -0.260
Te -1.455 1.654 -0.146
Te -2.795 5.710 -1.525
Te 0.670 3.069 -3.670
Se -2.902 3.217 -1.761
Se 0.601 1.482 -1.723
S 1.232 -2.213 -3.208
Si -2.764 -2.180 -0.359
O -1.435 -1.442 -0.893
O 3.124 -1.567 -0.211
O -2.482 -0.567 2.957
O 0.066 -0.907 1.903
N 2.181 0.595 0.811
N -0.405 -0.434 -4.327
N -1.355 -2.430 -3.748
N 3.507 0.625 0.421
C -2.327 1.753 2.776
C 6.124 0.482 -0.565
C -3.641 -3.215 -1.696
C -1.651 3.062 2.432
C 0.666 1.849 3.629
C -0.498 2.725 1.484
C 6.995 -1.911 -1.668
C -1.754 0.543 2.571
C 5.706 -1.806 -1.166
C -2.354 -3.414 1.005
C -4.120 -1.016 0.213
C -0.256 -1.638 -3.794
C 3.854 -0.526 -0.104
C -1.874 -1.290 4.017
C -2.626 4.098 1.881
C 5.264 -0.612 -0.609
C 0.387 1.598 2.127
C -0.468 0.336 1.896
C -1.695 0.160 -4.620
C 7.412 0.376 -1.067
C 1.771 1.528 1.557
C 7.852 -0.821 -1.619
H 8.856 -0.899 -2.018
H -2.298 0.267 -3.712
H 2.486 2.293 1.871
H -4.573 -3.594 -1.264
H 5.759 1.408 -0.143
H -1.836 -0.672 4.922
H -1.517 1.164 -5.000
H 1.165 2.812 3.773
H -4.417 -0.341 -0.596
H -3.284 1.777 3.286
H 1.327 1.062 3.998
H -5.001 -1.599 0.503
H 8.072 1.234 -1.038
H -3.141 3.754 0.984
H -3.167 -4.127 1.175
H 0.382 0.203 -4.274
H -1.252 -3.199 -3.108
H -0.247 1.832 4.218
H -2.508 -2.156 4.206
H 0.071 3.592 1.150
H -1.232 3.499 3.352
H -1.456 -3.980 0.742
H -2.112 5.023 1.615
H -2.245 -1.961 -3.675
H -0.868 -1.615 3.746
H -3.066 -4.081 -2.038
H 5.014 -2.637 -1.205
H -3.383 4.331 2.635
H -2.235 -0.431 -5.364
H -2.152 -2.884 1.935
H -3.828 -0.407 1.065
H 7.327 -2.844 -2.109
H -3.925 -2.620 -2.568
```

Summary:
**ΔE to the lowest compared entry with this formula, charge and spin**: 89.91 kcal/mol
**Net charge**: -2
**Calculated total energy**: -214627.199 eV
**LUMO level**: 3.757 eV

6.
DFT (ωB97M-V/def2-TZVPD) results for a structure of composition C22H33Cl3O2Ru in a non-equilibrium geometry.

Geometry as XYZ:
```
61
C22H33Cl3O2Ru, DFT ωB97M-V/def2-TZVPD
Ru 0.179 0.001 -1.402
Cl 0.549 -2.237 -0.721
Cl -2.116 -0.440 -0.900
Cl -3.396 -3.757 -0.977
O 0.008 -0.306 0.824
O -0.224 1.573 -0.367
C -1.801 3.313 2.997
C -0.136 -0.077 2.208
C -1.095 -3.536 3.147
C -0.194 1.244 4.316
C 0.635 -1.056 -3.628
C -1.605 1.939 -3.395
C -0.514 0.933 -3.369
C 0.944 -2.476 -3.912
C 0.061 -1.107 4.464
C -0.305 1.214 2.903
C 0.882 1.202 -3.214
C -0.004 0.115 5.072
C 3.054 -0.225 -3.404
C 0.032 -2.672 2.555
C -1.906 -1.193 -3.953
C 1.405 -3.313 2.798
C -0.654 -0.476 -3.618
C -0.605 2.606 2.320
C -0.014 -1.240 3.067
C 1.506 2.541 -3.062
C 1.584 -0.041 -3.369
C 0.644 3.500 2.373
H -1.804 2.249 -4.423
H 1.889 -2.776 -3.472
H -0.176 -2.680 1.501
H 2.416 2.491 -2.471
H 1.760 2.948 -4.043
H -0.262 2.164 4.875
H 3.356 -1.133 -2.890
H 1.430 -4.337 2.369
H -2.785 -0.624 -3.674
H -0.994 2.546 1.324
H -1.940 -1.371 -5.030
H 0.178 -1.970 5.106
H 1.634 -3.383 3.882
H 0.434 4.488 1.911
H 3.382 -0.300 -4.442
H -0.997 -3.664 4.244
H 1.011 -2.628 -4.991
H 0.175 -3.138 -3.527
H -2.706 2.670 2.945
H 3.576 0.603 -2.940
H -1.078 -4.548 2.688
H 0.832 3.240 -2.577
H -2.082 -3.075 2.927
H -2.521 1.538 -2.974
H 1.484 3.029 1.820
H 0.973 3.666 3.421
H -1.614 3.584 4.054
H 0.065 0.188 6.151
H 2.196 -2.709 2.304
H -1.964 -2.154 -3.451
H 0.585 1.970 -0.010
H -1.344 2.821 -2.820
H -2.023 4.265 2.466
```

Summary:
**ΔE to the lowest compared entry with this formula, charge and spin**: 65.61 kcal/mol
**Net charge**: -2
**Calculated total energy**: -67591.807 eV
**Spin multiplicity**: 5
**LUMO level (spin up / spin down)**: 4.505 / 3.866 eV